No. 1
ORCA calculation (ωB97M-V/def2-TZVPD) on an isolated molecule of C4H3NO3 at a distorted geometry.

Structure (ORCA input):
```
! wB97M-V def2-TZVPD RIJCOSX def2/J DEFGRID3
* xyz 0 1
C -0.37834 0.78453 -0.02418
C -0.77983 -1.38476 0.03880
C 0.23316 -0.51187 0.00280
C 1.64356 -0.86913 0.03361
H -0.36052 2.58566 0.47310
H -0.77069 -2.46646 0.15164
H 1.82939 -1.95201 0.10850
N -1.66548 0.61325 -0.08275
O 0.25022 1.96666 0.01602
O -1.93484 -0.73775 -0.01020
O 2.51573 -0.05047 -0.06333
*
```

Properties
**Structure (SMILES)**: O=Cc1conc1O
**Energy relative to the best compared isomer or geometry (same formula, charge and spin)**: 59.39 kcal/mol
**LUMO level**: 0.489 eV
**Frontier orbital gap**: 10.72 eV


No. 2
ORCA calculation (ωB97M-V/def2-TZVPD) on a structure of composition C30H33PtSb.

Structure (ORCA input):
```
! wB97M-V def2-TZVPD RIJCOSX def2/J DEFGRID3
* xyz 2 1
Pt -0.18010 -0.16966 -0.79386
C -2.34821 -1.63605 -3.02011
C -0.98621 -1.02175 -2.84079
C -0.82033 0.38216 -3.18635
C -1.95533 1.10796 -3.85215
C 0.38570 1.04106 -2.93855
C 0.60385 2.48042 -3.30979
C 1.41291 0.31500 -2.26557
C 2.69879 1.01620 -1.91686
C 1.33474 -1.11945 -2.09803
C 2.57213 -1.87339 -1.68602
C 0.12819 -1.81185 -2.47187
C 0.05061 -3.31161 -2.42631
H -2.49869 -1.95855 -4.05319
H -3.12843 -0.91749 -2.77791
H -2.49276 -2.49873 -2.37731
H -2.52309 1.70684 -3.13494
H -2.64600 0.42764 -4.33884
H -1.57321 1.78264 -4.61443
H 1.21764 2.54654 -4.21184
H 1.12854 3.02282 -2.52712
H -0.32753 3.00237 -3.50080
H 3.26937 1.19572 -2.83254
H 3.32308 0.43463 -1.24827
H 2.51403 1.98404 -1.45744
H 2.92732 -1.57345 -0.70207
H 3.37103 -1.67527 -2.40263
H 2.41044 -2.94453 -1.66752
H 0.61093 -3.73090 -1.59580
H 0.47157 -3.71833 -3.34938
H -0.96893 -3.67197 -2.35203
C 1.58165 4.31616 3.85627
C 0.23996 4.03260 3.64050
C -0.12802 2.86567 2.98622
C 0.86753 1.99184 2.55507
C 2.21564 2.26612 2.77133
C 2.56684 3.43668 3.42625
Sb 0.33704 0.21194 1.60529
C 0.77669 -1.42317 2.80417
C 1.08866 -1.21186 4.14502
C 1.36380 -2.30815 4.94920
C 1.32909 -3.58878 4.41391
C 1.02145 -3.78975 3.07331
C 0.74636 -2.70415 2.25744
C -1.65276 0.23986 0.90682
C -2.54804 -0.85336 0.99663
C -3.80268 -0.76172 0.44147
C -4.18948 0.40876 -0.22145
C -3.32477 1.48170 -0.34251
C -2.04830 1.41019 0.21723
H 1.86180 5.22636 4.36894
H -0.52370 4.71513 3.98792
H -1.17774 2.64308 2.83831
H 2.99093 1.58111 2.44780
H 3.61019 3.65925 3.60374
H 1.11876 -0.21214 4.56197
H 1.60546 -2.16124 5.99296
H 1.54666 -4.43922 5.04589
H 1.00125 -4.79166 2.66636
H 0.51245 -2.85576 1.20877
H -2.24519 -1.75194 1.52181
H -4.49428 -1.58905 0.52563
H -5.18656 0.47602 -0.63803
H -3.64175 2.38749 -0.84228
H -1.40100 2.27891 0.17836
*
```

Properties
**LUMO level**: -7.382 eV
**Frontier orbital gap**: 6.93 eV


No. 3
ORCA calculation (ωB97M-V/def2-TZVPD) on an isolated molecule of C5H10O.

Structure (ORCA input):
```
! wB97M-V def2-TZVPD RIJCOSX def2/J DEFGRID3
* xyz 0 1
C 0.14946 -1.92723 -0.18240
C -0.39493 -0.67052 0.47990
C 0.66143 0.40434 0.84463
C -0.07308 1.43576 -0.04109
O 0.68338 1.87711 -1.15204
C -1.08677 0.35477 -0.45768
H 0.76035 -2.51141 0.51691
H 0.78230 -1.66443 -1.03926
H -0.65967 -2.57065 -0.54774
H -1.02607 -0.94422 1.33390
H 1.64232 0.19413 0.40500
H 0.78227 0.63839 1.90730
H -0.51265 2.28794 0.49842
H 1.41902 2.40552 -0.81476
H -2.13483 0.57118 -0.22810
H -0.99252 0.11931 -1.52298
*
```

Properties
**Structure (SMILES)**: C[C@H]1C[C@@H](O)C1
**Energy relative to the best compared isomer or geometry (same formula, charge and spin)**: 21.46 kcal/mol
**LUMO level**: 1.035 eV
**Frontier orbital gap**: 10.88 eV


No. 4
ORCA calculation (ωB97M-V/def2-TZVPD) on a cluster of 3 separate species, C15H37N3O5P in total at a distorted geometry.

Structure (ORCA input):
```
! wB97M-V def2-TZVPD RIJCOSX def2/J DEFGRID3
* xyz 1 1
C 3.43537 3.79309 -1.48592
C 1.90096 3.58703 -2.11750
C 1.51341 1.96457 -2.16173
O 0.06422 1.72456 -2.23655
P -0.34753 0.47333 -3.37465
O 0.26682 0.99878 -4.95200
C 0.44570 -1.22950 -3.03474
N 1.93476 -1.09491 -3.28454
C -2.26116 0.33576 -3.59461
C -3.04188 -0.24328 -2.27074
C -3.77817 0.92508 -1.38510
C -5.30708 1.28781 -1.85971
O -5.41723 1.87029 -3.20663
C -6.80987 2.29874 -3.49658
H 3.87369 4.81137 -1.89876
H 3.35522 3.76896 -0.30776
H 4.12857 2.93181 -1.87090
H 1.96232 3.92000 -3.24916
H 1.09401 4.24044 -1.57707
H 2.01750 1.46301 -1.20548
H 2.08656 1.54238 -3.10815
H 0.04359 0.20704 -5.55011
H 0.03772 -1.96438 -3.88251
H 0.29272 -1.65027 -1.95365
H 2.44823 -1.99345 -3.14443
H 2.10944 -0.75429 -4.25836
H -2.61438 1.42868 -3.91657
H -2.44267 -0.43545 -4.48722
H -2.26722 -0.90096 -1.64443
H -3.87807 -1.01925 -2.61572
H -3.05265 1.85515 -1.32404
H -3.86881 0.51338 -0.26824
H -6.00217 0.34910 -1.77277
H -5.74919 2.10027 -1.10610
H -7.34560 2.76610 -2.53872
H -7.50286 1.39612 -3.85676
H -6.85565 3.08588 -4.38569
C -0.02243 -3.54764 0.94977
O -0.25488 -3.62919 -0.25004
N 0.35814 -2.40140 1.61406
C 0.61550 -2.38620 3.03906
C 0.50591 -1.17150 0.86383
H -0.10497 -4.42434 1.61253
H -0.06803 -1.67698 3.51472
H 1.64875 -2.06977 3.20885
H 0.46705 -3.37679 3.47755
H -0.44916 -0.92765 0.38880
H 1.25953 -1.31857 0.08439
H 0.81029 -0.35259 1.52093
C 3.47704 -1.16199 5.03262
O 2.67278 -0.49307 4.39548
N 3.41742 -1.40629 6.38788
C 4.41006 -2.21013 7.07024
C 2.32723 -0.84132 7.15574
H 4.34393 -1.63707 4.54530
H 3.91338 -3.06671 7.53502
H 4.88925 -1.60092 7.84213
H 5.17190 -2.57139 6.37406
H 1.37939 -1.21065 6.75269
H 2.35066 0.24821 7.05837
H 2.41265 -1.11905 8.20960
*
```

Properties
**LUMO level**: -2.888 eV
**Frontier orbital gap**: 8.24 eV


No. 5
ORCA calculation (ωB97M-V/def2-TZVPD) on a structure of composition C22H36ClN3Os at a distorted geometry.

Structure (ORCA input):
```
! wB97M-V def2-TZVPD RIJCOSX def2/J DEFGRID3
* xyz -2 5
Os -1.89917 -2.42539 0.00547
Cl -1.58299 -0.15578 0.13713
C -0.46833 -3.01955 1.23168
C 0.79611 -2.44126 1.07004
C 1.85321 -2.84165 1.88963
C 1.68099 -3.80550 2.89091
C 0.40753 -4.36059 3.04706
C -0.65866 -3.97963 2.22712
H 0.95528 -1.67643 0.31825
H 2.83069 -2.38420 1.74741
H 0.24147 -5.11529 3.81392
H -1.62390 -4.45444 2.36346
C 2.82544 -4.20759 3.78941
H 2.64152 -5.18211 4.25227
H 2.96583 -3.47813 4.59738
H 3.76731 -4.26340 3.23356
C 1.69708 5.63860 -0.44453
N 0.77757 4.59556 -0.39832
H 3.58359 5.74525 -1.59134
N 2.32973 3.96053 -1.71701
H 1.58991 6.56120 0.10186
C -0.48904 4.56793 0.39061
C -0.64659 5.87076 1.17894
C -1.65487 4.39758 -0.59444
H -0.70041 6.73971 0.51466
H -1.57874 5.82550 1.74974
H 0.17583 6.01448 1.88753
H -1.35664 3.29007 1.91550
H 0.40672 3.49059 2.05579
H -1.50596 3.48794 -1.18127
C -0.42198 3.37059 1.34986
H -1.70615 5.25066 -1.27941
H -2.60171 4.32859 -0.04785
H -0.26223 2.45375 0.77747
C 2.68635 5.23377 -1.28460
C 2.21013 2.79759 -3.86844
H 1.95889 3.72299 -4.39747
H 2.72935 2.12660 -4.56128
C 3.10404 3.09676 -2.65612
H 3.98854 1.11539 -2.59298
C 4.37953 3.81598 -3.10253
H 5.03480 4.03844 -2.25363
H 1.28373 2.32679 -3.53063
H 2.53998 1.31723 -1.56683
H 4.15240 4.74804 -3.63098
H 4.92804 3.16488 -3.78942
C 3.45664 1.79614 -1.91954
H 4.09599 2.00607 -1.05541
C 1.14418 3.53471 -1.18178
C -5.44309 -4.68765 0.41547
C -4.03891 -5.15712 0.01075
C -3.52964 -6.20510 1.01001
C -4.07407 -5.75702 -1.40165
N -3.13245 -3.99988 0.00852
H -6.15595 -5.54052 0.42181
H -5.81569 -3.92070 -0.29739
H -5.42224 -4.23672 1.43109
H -4.19244 -7.09731 1.01259
H -2.50103 -6.52951 0.74171
H -3.51214 -5.78646 2.03807
H -4.43084 -5.00162 -2.13467
H -3.05732 -6.08542 -1.70791
H -4.75523 -6.63467 -1.43920
*
```

Properties
**LUMO level (alpha / beta)**: 4.360 / 4.341 eV
**Frontier orbital gap (alpha / beta)**: 1.78 / 6.36 eV


No. 6
ORCA calculation (ωB97M-V/def2-TZVPD) on an isolated molecule of C4H4O3.

Structure (ORCA input):
```
! wB97M-V def2-TZVPD RIJCOSX def2/J DEFGRID3
* xyz 0 1
C -1.89320 0.27343 -0.40911
C -0.87560 -0.78745 -0.13659
O -0.91939 -1.95585 -0.33193
C 1.37098 -0.31442 -0.19448
O 0.27931 -0.22325 0.51242
C 2.50918 0.31038 0.51925
O 2.73557 1.50017 0.44199
H -2.36031 0.57399 0.53625
H -2.65280 -0.12450 -1.08359
H -1.41078 1.15534 -0.84228
H 3.21704 -0.40784 0.98807
*
```

Properties
**Energy relative to the best compared isomer or geometry (same formula, charge and spin)**: 76.52 kcal/mol
**LUMO level**: -0.016 eV
**Frontier orbital gap**: 9.23 eV


| no. | DFT total energy (hartree) | molar mass (g mol⁻¹) |
| --- | --- | --- |
| 1 | -434.6327 | 113.1 |
| 2 | -1521.9566 | 710.4 |
| 3 | -271.7184 | 86.1 |
| 4 | -1475.1604 | 370.5 |
| 5 | -1574.8595 | 568.2 |
| 6 | -380.4251 | 100.1 |